Computed, not measured: C24H26ClIrN2O9P2 as an isolated structure at a distorted geometry, with ωB97M-V/def2-TZVPD.

Output
Net charge ... 0
Energy relative to the best compared isomer or geometry (same formula, charge and spin) ... 1.448 eV
Orbital gap ... 7.8 eV

Last column: Mulliken charge in e.
Geometry (Å):
Ir1 0.256 -1.099 -0.165  1.4432
N1 0.232 -4.880 2.907  -0.1849
C1 -0.278 -3.697 2.107  0.7061
C2 -1.697 -3.398 2.576  -1.8578
P1 0.837 -2.321 2.629  0.7089
O1 2.268 -2.686 2.037  -0.4747
O2 0.841 -2.417 4.102  -0.8601
O3 0.330 -1.065 1.917  -0.6205
P2 -0.379 -4.211 0.347  0.8103
O4 1.151 -4.701 0.149  -0.5813
O5 -1.336 -5.324 0.252  -0.8080
O6 -0.619 -2.933 -0.445  -0.7253
H1 0.463 -4.531 3.850  0.4007
H2 1.076 -5.264 2.475  0.3369
H3 -0.483 -5.609 2.937  0.3938
H4 -1.706 -3.143 3.637  0.4718
H5 -2.346 -4.254 2.377  0.4903
H6 -2.086 -2.548 2.020  0.1939
H7 2.524 -2.207 1.231  0.4281
H8 1.377 -4.945 -0.756  0.3592
N2 -0.952 0.311 -0.239  -0.4497
C3 -1.988 0.914 0.165  0.4662
C4 -2.193 2.300 -0.371  0.1356
C5 -2.834 3.275 0.391  -0.1930
C6 -2.984 4.563 -0.098  -0.7335
C7 -2.505 4.886 -1.359  -0.4804
C8 -1.877 3.918 -2.129  -0.6398
C9 -1.716 2.632 -1.637  -0.3979
C10 -3.014 0.387 1.094  0.2182
C11 -4.356 0.373 0.720  -0.1058
C12 -5.315 -0.136 1.578  -0.7362
C13 -4.943 -0.607 2.832  -0.4763
C14 -3.613 -0.565 3.221  -0.5815
C15 -2.644 -0.082 2.351  -0.4646
H9 -3.207 3.024 1.376  0.4358
H10 -3.470 5.316 0.508  0.3977
H11 -2.624 5.891 -1.744  0.3937
H12 -1.512 4.166 -3.118  0.4454
H13 -1.230 1.869 -2.231  0.4711
H14 -4.645 0.762 -0.248  0.4945
H15 -6.354 -0.159 1.277  0.3938
H16 -5.692 -1.000 3.507  0.4002
H17 -3.319 -0.921 4.200  0.4526
H18 -1.604 -0.050 2.653  0.6258
C16 6.016 1.761 -1.852  -1.2665
C17 4.634 2.254 -2.161  0.6124
C18 4.306 3.597 -2.080  -0.6546
C19 3.014 4.026 -2.348  -0.0208
Cl1 2.637 5.722 -2.239  -0.2556
C20 2.026 3.129 -2.689  -0.5852
C21 2.334 1.775 -2.780  -0.6692
C22 3.629 1.351 -2.529  0.9882
O7 4.041 0.044 -2.594  -0.4859
C23 3.106 -0.943 -2.960  -0.8537
C24 2.093 -1.192 -1.857  0.9631
O8 0.840 -1.118 -2.113  -0.5882
O9 2.470 -1.444 -0.684  -0.8127
H19 6.671 2.595 -1.603  0.4027
H20 6.443 1.223 -2.699  0.2954
H21 6.004 1.064 -1.013  0.2809
H22 5.063 4.318 -1.802  0.3666
H23 1.019 3.471 -2.873  0.3998
H24 1.545 1.077 -3.020  0.4011
H25 3.691 -1.850 -3.103  0.4074
H26 2.582 -0.697 -3.887  0.3725

Cartesian forces (eV/Å) of the 6 atoms listed first:
-0.169 0.947 0.452
-0.046 -0.129 -0.048
0.133 -0.083 -0.031
-0.026 -0.021 0.051
-0.059 0.568 -0.422
0.198 -0.102 0.101